No. 1
DFT (wB97M-V/def2-TZVPD) results for one molecule with the formula C20H24BrCl2NO3.

Geometry as XYZ:
```
51
Properties=species:S:1:pos:R:3:forces:R:3
C 1.32625 2.58628 1.47410 -0.037 -0.384 0.129
C 1.38749 1.48518 2.52718 0.053 0.489 0.071
O 1.26341 0.18618 1.98150 -0.283 -0.428 -0.103
C 0.07496 -0.22158 1.44205 0.141 -0.103 -0.084
C -1.13310 0.43646 1.64693 -0.001 -0.006 0.073
C -2.32858 -0.02106 1.11237 0.039 -0.106 0.116
C -3.60546 0.74681 1.32872 0.140 0.057 0.020
N -3.81149 1.62356 0.18323 0.082 0.156 -0.051
C -5.13346 2.22796 0.00484 -0.307 0.186 -0.075
C -4.98888 3.30466 -1.07332 0.024 -0.292 0.125
C -5.71720 2.84635 1.28132 0.134 -0.253 -0.297
C -6.06193 1.11344 -0.52555 0.051 0.089 0.306
O -5.46354 0.41333 -1.58082 0.072 -0.248 -0.309
C -2.32344 -1.16463 0.33106 0.139 0.053 0.096
C -1.12916 -1.82290 0.12501 0.149 -0.170 -0.130
Br -1.08434 -3.38781 -0.94413 -0.223 0.060 -0.009
C 0.08354 -1.39350 0.66302 -0.167 0.025 -0.023
O 1.13852 -2.20322 0.37509 -0.195 0.151 0.059
C 2.46595 -1.82230 0.64185 0.581 -0.004 0.291
C 2.90961 -0.60397 -0.12582 0.043 -0.058 0.060
C 2.25436 -0.21841 -1.28820 0.089 -0.022 0.069
C 2.63318 0.90966 -1.99262 0.109 0.112 0.011
C 3.69816 1.66725 -1.53300 -0.082 -0.278 0.181
Cl 4.18327 3.08504 -2.38965 0.062 0.187 -0.110
C 4.38557 1.29997 -0.38634 -0.023 0.014 -0.068
C 3.98441 0.16912 0.30553 -0.270 0.060 -0.438
Cl 4.85463 -0.26966 1.72955 0.163 -0.051 0.273
H 2.11566 2.44368 0.74076 0.075 0.015 -0.075
H 0.37175 2.57656 0.95334 -0.066 0.072 -0.050
H 1.45785 3.55251 1.95294 0.011 0.134 0.034
H 2.37487 1.47438 2.99602 -0.151 0.023 0.022
H 0.63869 1.64842 3.31213 0.091 -0.066 -0.035
H -1.15585 1.32374 2.25957 0.042 0.119 0.087
H -4.44224 0.04793 1.38268 0.001 0.033 0.067
H -3.54990 1.29303 2.28408 -0.091 -0.121 -0.083
H -3.09453 2.34088 0.17255 -0.011 -0.063 -0.087
H -4.29425 4.07954 -0.75402 0.075 0.117 0.047
H -4.61972 2.85672 -1.99229 0.033 0.004 -0.095
H -5.95186 3.76556 -1.27436 -0.094 0.085 -0.018
H -6.66961 3.32027 1.06006 -0.144 0.076 0.018
H -5.88346 2.08950 2.04413 -0.027 -0.055 0.133
H -5.04040 3.60104 1.67838 0.045 0.090 0.056
H -6.32150 0.42261 0.29231 -0.037 0.110 -0.014
H -6.99046 1.54453 -0.90624 0.006 0.045 0.105
H -4.52034 0.35804 -1.36157 0.014 0.113 -0.011
H -3.23161 -1.54202 -0.11109 -0.119 -0.064 -0.057
H 3.05748 -2.69029 0.32583 -0.063 0.135 0.100
H 2.62190 -1.66855 1.71459 0.000 -0.076 -0.266
H 1.43421 -0.81821 -1.65227 -0.114 -0.068 0.003
H 2.10991 1.19603 -2.89054 -0.033 0.055 -0.092
H 5.21902 1.88632 -0.03422 0.074 0.053 0.028
```
Positions in Å, forces in eV/Å.

Calculated values
Kohn-Sham gap ... 0.3293 Eh
Electronic energy ... -4551.37763 a.u.
LUMO level ... 0.522 eV
ΔE to the lowest compared entry with this formula, charge and spin ... 2.1 kJ/mol
HOMO ... -8.438 eV

No. 2
DFT (wB97M-V/def2-TZVPD) results for one molecule with the formula C20H24ClN3O2 at a distorted geometry.

Geometry as XYZ:
```
50
Properties=species:S:1:pos:R:3:forces:R:3
C -1.55141 -1.97431 -1.85764 0.105 0.303 -0.047
C -1.69460 -0.81498 -0.94340 -0.063 -0.515 1.005
O -1.84874 0.42506 -1.47291 -0.011 0.390 -0.207
C -1.95665 1.25722 -0.41356 0.113 -0.777 0.912
C -2.14107 2.67780 -0.60163 -0.075 0.502 -0.368
C -2.25432 3.50905 0.51378 0.027 -0.190 -0.195
C -2.43903 4.86664 0.35433 -0.010 0.091 -0.095
C -2.51114 5.39931 -0.92548 0.037 -0.263 -0.006
Cl -2.74515 7.09894 -1.12820 -0.027 0.209 -0.022
C -2.39869 4.58732 -2.04419 -0.023 0.180 0.057
C -2.21380 3.22888 -1.88074 0.019 -0.131 0.237
N -1.88417 0.63325 0.72711 -0.134 0.979 -0.201
C -1.72126 -0.68830 0.42137 -0.002 -0.468 -1.011
C -1.55781 -1.72507 1.48828 0.009 -0.020 -0.128
N -0.18363 -1.95589 1.90446 0.048 -0.071 0.108
C 0.43558 -0.78079 2.49071 0.132 -0.051 0.302
C 1.76680 -1.17137 3.12545 -0.013 0.178 -0.210
C 2.69059 -1.77861 2.07467 -0.119 -0.130 0.271
C 1.98184 -2.96540 1.41282 -0.037 0.263 -0.422
C 2.84977 -3.53640 0.29455 -0.191 -0.093 0.845
O 2.67358 -3.27411 -0.87703 0.005 0.079 -0.497
N 3.83478 -4.34128 0.75799 0.186 -0.178 0.169
C 4.85250 -4.99797 -0.01451 0.019 0.044 -0.232
C 5.47486 -4.34614 -1.21264 0.180 0.131 0.031
C 4.57506 -5.53519 -1.38600 -0.086 -0.215 -0.022
C 0.64378 -2.49465 0.84373 0.150 -0.237 0.060
H -0.50403 -2.14361 -2.10942 0.043 -0.069 -0.050
H -1.93920 -2.87175 -1.38263 -0.023 -0.060 -0.003
H -2.09860 -1.78317 -2.77806 -0.063 -0.096 -0.057
H -2.19590 3.06651 1.49507 0.000 -0.015 0.120
H -2.52848 5.51419 1.21238 -0.009 0.066 0.057
H -2.45660 5.01852 -3.03134 -0.007 0.059 -0.064
H -2.12530 2.58634 -2.74320 0.004 -0.035 -0.082
H -2.11820 -1.40204 2.36889 -0.069 -0.069 -0.086
H -1.96331 -2.67849 1.13769 -0.037 0.029 0.079
H -0.23998 -0.38252 3.25048 -0.001 0.071 -0.048
H 0.60527 0.01092 1.74113 -0.036 0.003 0.033
H 2.23084 -0.29151 3.57375 0.006 0.004 0.052
H 1.58105 -1.90407 3.91279 -0.007 0.013 0.081
H 2.92046 -1.03193 1.31084 0.061 0.013 -0.058
H 3.63173 -2.09553 2.53061 0.032 0.035 -0.052
H 1.79192 -3.73595 2.16685 0.008 0.002 -0.021
H 3.88964 -4.48154 1.75373 -0.096 0.061 -0.113
H 5.49783 -5.58154 0.63053 -0.018 0.027 -0.099
H 6.53738 -4.46375 -1.36031 0.087 -0.080 0.029
H 5.08154 -3.39048 -1.51674 -0.097 0.045 -0.010
H 5.00705 -6.48706 -1.65437 0.100 -0.067 0.034
H 3.59926 -5.34997 -1.80269 -0.059 0.080 -0.003
H 0.12544 -3.34396 0.39245 -0.011 0.035 -0.077
H 0.84559 -1.75666 0.05066 -0.048 -0.062 0.003
```
Positions in Å, forces in eV/Å.

Calculated values
Kohn-Sham gap ... 0.3151 Eh
Electronic energy ... -1551.46255 a.u.
LUMO level ... 0.520 eV
ΔE to the lowest compared entry with this formula, charge and spin ... 79.3 kJ/mol
HOMO ... -8.053 eV